{
  "formula": "C2H4NO4",
  "method": "wB97M-V/def2-TZVPD",
  "species": ["O", "O", "O", "O", "N", "C", "C", "H", "H", "H", "H"],
  "xyz": [[1.136922, -1.487513, -3.053627], [-1.280178, 1.175150, 0.214774], [0.859790, 1.543100, 1.833447], [-0.805258, -0.555215, -1.076514], [-0.008119, -0.442701, 1.082425], [0.703579, 0.353630, 1.955380], [-0.726290, 0.029121, -0.028072], [0.739873, -1.523191, -2.179740], [1.129652, -0.191708, 2.824666], [0.484974, -1.296400, -3.737342], [0.092736, -1.432408, 1.196379]],
  "forces_ev_per_a": [[0.80, -0.20, -0.37], [-0.38, 0.39, -0.42], [-0.29, -0.52, -0.04], [-0.50, 0.04, -0.05], [0.03, 0.11, 0.27], [0.32, 0.84, 0.52], [1.01, -0.34, 0.50], [-0.59, 0.22, -0.37], [-0.11, -0.12, -0.46], [-0.18, -0.02, 0.64], [-0.10, -0.40, -0.23]],
  "total_energy_ha": -434.2689,
  "s2": 0.75,
  "fmax_ev_per_a": 1.17,
  "multiplicity": 2,
  "de_lowest_kcal_mol": 8.3
}

---

{
  "formula": "C2H4NP",
  "method": "wB97M-V/def2-TZVPD",
  "species": ["P", "N", "C", "C", "H", "H", "H", "H"],
  "xyz": [[-1.335627, -0.585944, -0.024994], [1.585305, -0.788237, -0.049873], [-0.334510, 0.904034, -0.387700], [0.463371, -0.358203, -0.213629], [-1.338351, -0.512795, 1.298491], [1.609377, -1.644740, 0.350620], [-0.578721, 1.348585, -1.375471], [-0.070841, 1.637301, 0.402555]],
  "forces_ev_per_a": [[-0.67, -0.97, -1.88], [2.81, 2.84, -0.94], [1.35, 0.78, -0.30], [-3.66, 1.64, -0.49], [-0.02, 0.13, 2.37], [0.13, -3.66, 1.19], [0.50, -0.37, 0.69], [-0.43, -0.39, -0.63]],
  "total_energy_ha": -474.6251,
  "smiles": "[H]/N=C1/CP1",
  "fmax_ev_per_a": 4.11,
  "de_lowest_kcal_mol": 30.5
}

---

{
  "formula": "C2H4NP",
  "method": "wB97M-V/def2-TZVPD",
  "species": ["P", "N", "C", "C", "H", "H", "H", "H"],
  "xyz": [[-0.552355, 0.276213, -1.298676], [-0.849198, -1.506675, 0.931196], [-0.291015, -0.835619, 1.841286], [-0.161304, -1.132259, -0.300777], [0.747505, -1.682704, -0.516315], [-1.546043, 0.821308, -0.493213], [0.497697, -0.079670, 1.769257], [0.417884, 1.205644, -0.913758]],
  "forces_ev_per_a": [[-0.25, -0.23, -0.67], [0.71, 0.76, 0.58], [-0.70, -0.78, -1.02], [0.19, -0.12, 0.57], [-0.13, -0.14, 0.00], [-0.37, 0.12, 0.25], [0.17, 0.11, 0.11], [0.39, 0.28, 0.18]],
  "total_energy_ha": -474.5211,
  "fmax_ev_per_a": 1.46,
  "de_lowest_kcal_mol": 95.7
}

---

{
  "formula": "C2H4NiO3",
  "method": "wB97M-V/def2-TZVPD",
  "species": ["Ni", "O", "O", "O", "C", "C", "H", "H", "H", "H"],
  "xyz": [[-0.627839, -0.496137, -0.257322], [-0.409731, 1.399090, -0.371214], [-1.207223, -1.896601, -1.363550], [0.648340, -0.487166, 1.167997], [0.520682, 1.718346, 0.444837], [1.128298, 0.696811, 1.226880], [-2.098809, -2.017068, -1.710712], [-0.656577, -2.628349, -1.681605], [0.798662, 2.771047, 0.580930], [1.904197, 0.940026, 1.963760]],
  "forces_ev_per_a": [[0.66, 1.15, 0.66], [-0.22, -0.46, -0.04], [-0.40, -1.05, -0.71], [-0.17, -0.31, -0.49], [0.66, 0.26, 0.66], [-0.09, 1.07, 0.54], [-0.16, -0.12, -0.07], [-0.05, 0.05, 0.00], [-0.08, -0.34, -0.26], [-0.16, -0.24, -0.31]],
  "total_energy_ha": -1812.3228,
  "s2": 3.76,
  "charge": 1,
  "fmax_ev_per_a": 1.48,
  "multiplicity": 4,
  "de_lowest_kcal_mol": 0.0
}

---

{
  "formula": "C2H4O2",
  "method": "wB97M-V/def2-TZVPD",
  "species": ["O", "O", "C", "C", "H", "H", "H", "H"],
  "xyz": [[1.561773, -0.284155, -0.266247], [-0.654849, -0.904928, 0.357648], [0.341280, -0.028627, 0.172202], [-0.922382, 0.245837, -0.502861], [-1.254571, -0.241170, -1.500224], [2.012033, -1.084181, 0.076460], [-1.399966, 1.027837, 0.043079], [0.316685, 1.269388, 1.619946]],
  "forces_ev_per_a": [[0.67, -0.45, -0.42], [0.49, -0.50, 1.06], [-0.23, 1.99, 2.07], [-0.08, -1.54, -1.52], [0.79, 1.78, 1.45], [-0.82, 0.55, 0.15], [-1.07, 0.43, -0.45], [0.26, -2.27, -2.35]],
  "total_energy_ha": -228.8969,
  "fmax_ev_per_a": 3.27,
  "de_lowest_kcal_mol": 131.6
}

---

{
  "formula": "C2H4O2",
  "method": "wB97M-V/def2-TZVPD",
  "species": ["O", "O", "C", "C", "H", "H", "H", "H"],
  "xyz": [[0.811778, 1.264791, -0.043537], [-0.399292, 0.363036, 1.610482], [-0.271211, -0.787051, -0.497933], [0.028766, 0.307818, 0.485590], [-0.626586, -1.631621, 0.076855], [-1.079758, -0.453020, -1.147859], [0.591141, -1.011904, -1.114476], [0.945162, 1.947950, 0.630878]],
  "forces_ev_per_a": [[0.18, 0.16, -0.09], [0.17, 0.04, -0.21], [-0.16, 0.27, 0.26], [-0.28, -0.04, 0.17], [0.07, -0.28, -0.10], [0.00, 0.05, -0.05], [0.08, -0.13, -0.01], [-0.06, -0.07, 0.03]],
  "total_energy_ha": -229.1061,
  "smiles": "CC(=O)O",
  "fmax_ev_per_a": 0.41,
  "de_lowest_kcal_mol": 0.3
}

---

{
  "formula": "C2H4O2",
  "method": "wB97M-V/def2-TZVPD",
  "species": ["O", "O", "C", "C", "H", "H", "H", "H"],
  "xyz": [[1.628112, 0.758061, -0.205468], [-1.238039, -0.544411, -0.305115], [-1.867786, 0.399309, -0.003850], [1.827247, -0.389254, 0.018352], [-2.849918, 0.345852, 0.461772], [-1.425868, 1.387197, -0.131139], [2.857255, -0.752506, 0.047787], [1.068995, -1.204246, 0.117664]],
  "forces_ev_per_a": [[-0.81, 1.09, 0.01], [0.94, -2.39, -0.66], [-0.32, 1.83, 0.60], [0.47, -1.57, -0.29], [-0.59, -0.12, 0.12], [-0.06, 0.64, -0.08], [0.50, -0.22, 0.22], [-0.13, 0.74, 0.07]],
  "total_energy_ha": -229.0170,
  "smiles": "C=O.C=O",
  "fmax_ev_per_a": 2.65,
  "de_lowest_kcal_mol": 56.2
}

---

{
  "formula": "C2H4O2P",
  "method": "wB97M-V/def2-TZVPD",
  "species": ["P", "O", "O", "C", "C", "H", "H", "H", "H"],
  "xyz": [[0.542630, 0.936154, 1.763871], [1.207052, 0.962174, 0.365274], [-0.719001, 0.027983, 1.329649], [-0.735716, -0.471792, 0.016989], [0.469113, 0.170213, -0.583151], [0.142593, 0.822238, -1.476102], [-1.718992, -0.061189, -0.440416], [-0.467915, -1.925581, 0.148514], [1.280235, -0.460201, -1.124628]],
  "forces_ev_per_a": [[-1.76, -1.08, -0.56], [-0.11, 0.21, 0.62], [1.04, 1.34, 2.93], [-0.15, -3.65, -0.18], [1.91, 0.09, -5.75], [0.56, -0.36, 1.66], [1.58, -1.64, 0.56], [-1.51, 4.61, -0.66], [-1.56, 0.49, 1.38]],
  "total_energy_ha": -570.0989,
  "charge": 1,
  "fmax_ev_per_a": 6.06,
  "de_lowest_kcal_mol": 47.9
}

---

{
  "formula": "C2H4O2S",
  "method": "wB97M-V/def2-TZVPD",
  "species": ["S", "O", "O", "C", "C", "H", "H", "H", "H"],
  "xyz": [[0.712804, 0.640515, -0.263496], [2.646142, -0.243213, -1.011059], [0.607273, 2.041325, 0.125955], [-0.058734, -0.481778, 0.746573], [-0.910527, -0.247053, -0.469400], [-1.664150, 0.592334, -0.380200], [-0.298999, 0.080095, 1.594547], [0.315031, -1.436600, 0.966670], [-1.348840, -0.945625, -1.309589]],
  "forces_ev_per_a": [[2.56, -0.72, -3.42], [-1.74, 0.69, 0.62], [-0.32, -0.17, 0.38], [-1.24, -0.50, 0.38], [-1.95, 1.37, -1.64], [0.88, -1.01, 0.29], [-0.99, 0.43, 1.53], [0.86, -1.07, -0.01], [1.93, 0.99, 1.87]],
  "total_energy_ha": -627.0095,
  "fmax_ev_per_a": 4.34,
  "de_lowest_kcal_mol": 172.3
}

---

{
  "formula": "C2H4O2S",
  "method": "wB97M-V/def2-TZVPD",
  "species": ["S", "O", "O", "C", "C", "H", "H", "H", "H"],
  "xyz": [[2.677561, -1.398273, 0.187139], [0.524330, 0.241741, -1.263305], [-0.824879, 1.498523, -1.235357], [-0.312829, -0.500433, 0.944637], [0.485212, -0.270443, -0.230155], [-0.916625, 2.133559, -2.014831], [0.074766, 0.195794, 1.739702], [-0.278753, -1.605933, 1.293319], [-1.428783, -0.294535, 0.578851]],
  "forces_ev_per_a": [[-0.99, 0.54, -0.28], [0.54, 0.38, -0.31], [-1.16, 1.57, -0.81], [-2.68, -0.68, 0.51], [1.71, -1.65, -0.04], [0.60, -1.47, 1.11], [-0.70, -0.71, -0.67], [0.41, 2.02, -0.61], [2.27, 0.00, 1.12]],
  "total_energy_ha": -626.9972,
  "fmax_ev_per_a": 2.81,
  "de_lowest_kcal_mol": 180.1
}

---

{
  "formula": "C2H4O2S2",
  "method": "wB97M-V/def2-TZVPD",
  "species": ["S", "S", "O", "O", "C", "C", "H", "H", "H", "H"],
  "xyz": [[-2.923325, -0.891375, -1.241770], [0.277625, 0.599184, -0.200658], [-2.332488, -2.206060, -1.493585], [-2.711206, 0.171357, -2.128711], [-0.961655, 0.341878, 0.815926], [2.014817, 0.467058, 0.523576], [2.704431, 0.741125, -0.393890], [2.162158, -0.540847, 0.994669], [-0.603429, 0.146070, 1.887061], [2.373072, 1.171611, 1.237383]],
  "forces_ev_per_a": [[-0.02, -3.25, 1.59], [0.48, 0.11, 0.70], [-0.56, 1.89, 0.10], [0.57, 1.45, -1.63], [1.09, -0.31, 1.03], [0.87, -0.54, -1.95], [-1.28, -1.29, 1.60], [-0.02, 0.77, -1.00], [-0.48, 0.24, -1.25], [-0.66, 0.93, 0.82]],
  "total_energy_ha": -1025.3321,
  "fmax_ev_per_a": 3.62,
  "de_lowest_kcal_mol": 83.7
}

---

{
  "formula": "C2H4O2S2",
  "method": "wB97M-V/def2-TZVPD",
  "species": ["S", "S", "O", "O", "C", "C", "H", "H", "H", "H"],
  "xyz": [[-1.003532, -0.565359, -1.207969], [1.134575, -0.598339, -1.122369], [-1.150267, 1.092189, -1.182964], [-1.336764, -1.020585, -2.522713], [1.328663, -0.073043, 0.545292], [0.436354, -0.173654, 1.515017], [0.665285, 0.191815, 2.501436], [-0.533063, -0.619838, 1.379227], [2.305704, 0.354962, 0.701136], [-1.846955, 1.411853, -0.606094]],
  "forces_ev_per_a": [[-0.02, 0.93, 1.18], [-0.35, 0.02, -0.20], [0.65, -0.47, -0.57], [-0.09, -0.23, -1.02], [-0.04, -0.15, -0.22], [0.10, 0.05, 0.22], [0.08, 0.10, 0.15], [-0.13, -0.09, 0.00], [0.13, 0.13, 0.16], [-0.33, -0.28, 0.30]],
  "total_energy_ha": -1025.4043,
  "fmax_ev_per_a": 1.50,
  "de_lowest_kcal_mol": 38.4
}